Entry 1:
{"formula": "C34H56BN2Se4Tl", "method": "the ωB97M-V functional and the def2-TZVPD basis", "elements": ["Tl", "C", "Se", "C", "C", "Se", "C", "H", "H", "H", "H", "H", "H", "H", "H", "H", "H", "C", "Se", "C", "C", "Se", "C", "H", "H", "H", "H", "H", "H", "H", "H", "H", "H", "C", "C", "C", "C", "C", "C", "C", "C", "C", "C", "C", "C", "N", "B", "N", "C", "C", "C", "C", "C", "C", "C", "C", "C", "C", "C", "C", "C", "C", "H", "H", "H", "H", "H", "H", "H", "H", "H", "H", "H", "H", "H", "H", "H", "H", "H", "H", "H", "H", "H", "H", "H", "H", "H", "H", "H", "H", "H", "H", "H", "H", "H", "H", "H", "H"], "coordinates": [[0.3627, 0.0670, -0.0913], [4.8464, 0.3361, 0.6250], [3.2003, 1.1322, 1.2808], [3.2023, 2.7249, 0.1174], [2.2820, 3.8042, 0.6352], [0.4960, 3.1393, 1.1442], [-0.5915, 4.4846, 0.2574], [4.7689, 0.1181, -0.4362], [5.0129, -0.5825, 1.1795], [5.6521, 1.0402, 0.8177], [2.9260, 2.4061, -0.8872], [4.2279, 3.0928, 0.1053], [2.1320, 4.5722, -0.1218], [2.6855, 4.2674, 1.5339], [-0.1941, 5.4629, 0.5132], [-1.6031, 4.3841, 0.6385], [-0.5821, 4.3222, -0.8164], [-4.1543, 1.3207, -0.5858], [-2.5264, 1.5049, 0.4557], [-2.9650, 0.3100, 1.9595], [-1.9993, 0.4703, 3.1175], [-0.3510, -0.6168, 2.9877], [0.8036, 0.5315, 4.0566], [-4.2495, 0.3073, -0.9565], [-4.0880, 2.0186, -1.4169], [-5.0000, 1.5867, 0.0439], [-3.0058, -0.7109, 1.5779], [-3.9618, 0.6080, 2.2848], [-2.4804, 0.1508, 4.0408], [-1.6840, 1.5078, 3.2300], [0.8311, 1.5339, 3.6379], [1.8001, 0.0980, 4.0419], [0.4228, 0.5484, 5.0741], [2.6257, -5.9081, 2.8148], [2.1867, -4.4559, 2.5986], [2.2729, -3.6486, 3.8976], [3.0244, -3.8087, 1.5133], [4.3936, -3.6362, 1.6842], [5.1712, -3.0967, 0.6758], [4.5976, -2.7010, -0.5213], [3.2282, -2.8111, -0.7251], [2.6235, -2.3983, -2.0535], [3.0196, -0.9733, -2.4548], [3.0287, -3.3905, -3.1505], [2.4624, -3.3763, 0.3072], [1.0523, -3.5683, 0.1040], [-0.0834, -2.7826, 0.1879], [-1.2384, -3.4327, -0.2305], [-0.7649, -4.6959, -0.6172], [0.5642, -4.7816, -0.4061], [-2.5937, -3.0253, -0.4980], [-2.8464, -2.4471, -1.7530], [-4.1469, -2.0521, -2.0429], [-5.1550, -2.1977, -1.1069], [-4.8821, -2.7702, 0.1221], [-3.6063, -3.2193, 0.4555], [-3.4622, -3.9715, 1.7721], [-2.4535, -3.3976, 2.7682], [-3.1806, -5.4639, 1.5378], [-1.7667, -2.2845, -2.8075], [-1.9964, -3.2744, -3.9554], [-1.7054, -0.8424, -3.3216], [1.9927, -6.3855, 3.5625], [3.6591, -5.9601, 3.1574], [2.5471, -6.4775, 1.8877], [1.1417, -4.4685, 2.2836], [3.2963, -3.6152, 4.2706], [1.6482, -4.1020, 4.6671], [1.9263, -2.6242, 3.7375], [4.8620, -3.9463, 2.6091], [6.2380, -2.9869, 0.8230], [5.2305, -2.3201, -1.3131], [1.5331, -2.4283, -1.9755], [4.0855, -0.9051, -2.6737], [2.7946, -0.2639, -1.6508], [2.4766, -0.6732, -3.3523], [4.1078, -3.3827, -3.3051], [2.5441, -3.1280, -4.0917], [2.7305, -4.4033, -2.8791], [-1.4389, -5.4250, -1.0331], [1.2389, -5.6011, -0.5873], [-4.3828, -1.6338, -3.0131], [-6.1612, -1.8732, -1.3390], [-5.6848, -2.9006, 0.8369], [-4.4414, -3.9166, 2.2527], [-1.4524, -3.3019, 2.3494], [-2.3885, -4.0610, 3.6310], [-2.7706, -2.4181, 3.1302], [-2.1418, -5.6400, 1.2632], [-3.8298, -5.8610, 0.7570], [-3.3796, -6.0158, 2.4561], [-0.7934, -2.5189, -2.3702], [-2.9598, -3.1035, -4.4358], [-1.9783, -4.2988, -3.5820], [-1.2120, -3.1739, -4.7060], [-2.6146, -0.5694, -3.8562], [-0.8672, -0.7241, -4.0098], [-1.5767, -0.1385, -2.4930]], "forces_ev_per_a": [[-0.139, -0.190, 0.684], [0.030, 0.177, -0.025], [-0.243, 0.013, -0.177], [0.048, -0.291, -0.006], [-0.143, 0.014, 0.232], [0.100, -0.370, -0.245], [-0.008, -0.052, -0.135], [-0.009, 0.006, 0.034], [-0.072, 0.069, 0.021], [0.010, -0.004, 0.009], [0.024, 0.036, -0.015], [0.000, -0.013, -0.032], [-0.032, -0.007, 0.012], [0.028, 0.008, -0.024], [0.020, -0.004, -0.002], [0.034, 0.002, 0.045], [0.024, 0.074, -0.013], [-0.017, -0.105, 0.019], [0.263, -0.204, 0.204], [0.001, 0.077, -0.281], [0.155, -0.064, 0.090], [-0.087, 0.305, -0.251], [-0.024, 0.024, -0.020], [-0.007, -0.054, -0.014], [0.063, 0.017, 0.028], [0.022, 0.012, 0.016], [-0.093, 0.000, 0.039], [-0.021, -0.061, -0.024], [-0.002, 0.030, 0.005], [0.015, -0.024, 0.068], [-0.007, -0.002, 0.005], [-0.015, -0.037, 0.015], [0.002, -0.020, 0.000], [-0.117, 0.079, -0.047], [0.194, 0.015, 0.166], [-0.095, -0.080, -0.100], [-0.330, 0.079, -0.115], [0.017, -0.011, -0.003], [0.073, -0.074, -0.008], [-0.027, -0.098, 0.010], [-0.236, -0.079, 0.024], [0.169, -0.001, -0.137], [-0.116, -0.147, 0.061], [-0.174, 0.041, 0.071], [0.325, 0.265, 0.121], [0.447, 0.521, 0.095], [0.084, -0.263, -0.588], [-0.372, 0.503, 0.155], [0.366, -0.157, 0.000], [-0.342, -0.097, -0.182], [-0.218, 0.395, -0.068], [0.208, -0.075, 0.176], [-0.106, -0.014, 0.028], [-0.018, 0.016, -0.060], [0.000, -0.006, 0.020], [0.012, -0.034, 0.066], [0.296, -0.208, -0.036], [-0.228, 0.057, -0.039], [-0.158, 0.124, 0.019], [-0.133, 0.088, -0.122], [0.123, 0.021, 0.120], [0.108, -0.128, 0.053], [0.023, -0.018, 0.021], [0.014, -0.016, 0.014], [0.032, -0.045, 0.016], [0.013, 0.013, -0.014], [0.005, 0.035, 0.040], [0.005, 0.005, 0.026], [0.043, 0.021, 0.045], [-0.005, -0.030, 0.010], [0.021, -0.045, -0.022], [-0.017, 0.047, 0.001], [-0.002, -0.018, 0.048], [0.012, 0.039, -0.008], [0.039, 0.070, -0.031], [0.035, 0.037, -0.003], [0.016, -0.003, 0.004], [0.037, -0.032, -0.030], [0.023, -0.034, -0.053], [-0.054, -0.020, 0.084], [0.016, -0.015, 0.040], [0.043, 0.012, -0.014], [-0.009, -0.031, -0.015], [0.005, -0.026, 0.010], [0.001, 0.048, -0.049], [0.021, -0.092, 0.005], [0.036, 0.041, 0.046], [0.030, 0.020, 0.019], [0.022, -0.026, 0.000], [0.032, -0.066, -0.006], [0.026, -0.041, -0.007], [-0.002, -0.009, 0.051], [-0.008, 0.005, -0.018], [-0.041, -0.032, -0.057], [-0.022, 0.003, -0.035], [-0.001, 0.040, -0.012], [-0.015, 0.021, -0.028], [-0.046, 0.053, -0.023]], "molar_mass_da": 1023.87, "total_charge": 2, "multiplicity": 1, "de_lowest_ev": 0.328}

=====

Entry 2:
{"formula": "CH3NOP2S", "method": "the ωB97M-V functional and the def2-TZVPD basis", "elements": ["C", "N", "S", "P", "O", "P", "H", "H", "H"], "coordinates": [[0.6441, 1.0245, 0.7416], [-0.4574, 1.4970, 0.3933], [-1.8202, 0.9321, -0.1965], [-1.7112, -1.1972, -0.5358], [-0.2253, -1.4831, 0.1796], [1.1115, -0.7487, 0.8332], [1.4641, 1.8467, 0.9262], [-1.0511, -1.1661, -1.9958], [2.0455, -0.7052, -0.3457]], "forces_ev_per_a": [[2.512, 0.863, -0.206], [0.690, 1.414, 0.143], [-2.169, -0.748, -0.498], [2.409, 0.221, -2.021], [-0.131, -0.160, 0.619], [0.200, -0.047, -1.071], [-1.335, -1.754, 0.180], [-1.198, 0.120, 1.949], [-0.979, 0.091, 0.906]], "smiles": "c1ns[pH]o[pH]1", "molar_mass_da": 139.06, "multiplicity": 1, "de_lowest_ev": 2.115}

=====

Entry 3:
{"formula": "C4H6N3O3", "method": "the ωB97M-V functional and the def2-TZVPD basis", "elements": ["O", "N", "O", "C", "C", "O", "N", "C", "N", "C", "H", "H", "H", "H", "H", "H"], "coordinates": [[2.3744, 1.6040, 0.0611], [2.0089, 0.4503, -0.0853], [2.9800, -0.5884, -0.0223], [0.6995, 0.2154, -0.1406], [0.1285, -1.5611, 0.1185], [0.8348, -2.4574, 0.2795], [-1.2729, -1.3986, 0.0859], [-1.9673, -0.2560, 0.0042], [-1.4997, 0.9632, 0.0335], [-0.1774, 1.3474, 0.1383], [3.0093, -1.1256, -0.8811], [-1.9466, -2.1877, 0.1982], [-3.0702, -0.4797, -0.1041], [-2.2746, 1.5875, 0.0091], [0.1039, 1.8805, 1.0224], [0.0694, 2.0063, -0.7172]], "forces_ev_per_a": [[1.076, -0.192, -0.132], [-1.729, -0.133, 0.168], [-0.539, -0.006, -1.258], [1.298, -5.912, 0.977], [0.704, 6.652, -0.775], [0.032, -1.654, 0.093], [-1.458, -1.581, 0.339], [-0.194, -0.408, -0.089], [-3.538, -2.516, 0.119], [2.624, 1.180, -2.114], [-0.443, 1.243, 1.344], [1.399, 0.208, -0.199], [1.295, 0.980, 0.215], [-0.055, 1.313, -0.067], [-0.113, 0.355, 0.900], [-0.357, 0.471, 0.480]], "smiles": "O=[N+](O)C1=C([O-])NC=[NH+]C1", "molar_mass_da": 144.11, "total_charge": 1, "multiplicity": 1, "de_lowest_ev": 6.367}

=====

Entry 4:
{"formula": "C54H48F3N3O6ReS4Si", "method": "the ωB97M-V functional and the def2-TZVPD basis", "elements": ["Re", "C", "Si", "C", "C", "C", "C", "C", "C", "N", "C", "S", "H", "H", "H", "H", "H", "H", "H", "H", "H", "H", "H", "H", "C", "C", "C", "C", "C", "C", "C", "S", "O", "C", "C", "C", "C", "C", "C", "C", "C", "C", "C", "C", "C", "C", "C", "C", "C", "C", "C", "C", "C", "S", "O", "C", "C", "C", "C", "C", "C", "C", "H", "H", "H", "H", "H", "H", "H", "H", "H", "H", "H", "H", "H", "H", "H", "H", "H", "H", "H", "H", "H", "H", "H", "H", "H", "H", "N", "C", "C", "C", "C", "C", "C", "S", "O", "O", "O", "H", "H", "H", "H", "H", "H", "F", "C", "F", "F", "C", "C", "C", "N", "C", "C", "H", "H", "H", "H", "O"], "coordinates": [[-0.7790, 0.1911, -0.3437], [-7.3796, 0.0381, 1.2192], [-6.3593, -0.3544, -0.3005], [-5.9045, -2.1673, -0.2460], [-7.3940, -0.0572, -1.8318], [-4.8895, 0.8162, -0.3438], [-5.1527, 2.2226, -0.3865], [-4.1350, 3.1192, -0.4199], [-2.7916, 2.6609, -0.4126], [-2.5322, 1.3762, -0.3727], [-3.5758, 0.4357, -0.3383], [-2.8103, -1.1944, -0.2940], [-8.2637, -0.6082, 1.2435], [-7.6999, 1.0863, 1.1941], [-6.7799, -0.1340, 2.1201], [-6.8236, -2.7644, -0.2231], [-5.3196, -2.3821, 0.6544], [-5.3280, -2.4383, -1.1365], [-8.2781, -0.7035, -1.8076], [-6.8028, -0.2854, -2.7258], [-7.7143, 0.9907, -1.8690], [-6.1772, 2.5786, -0.3924], [-4.3375, 4.1818, -0.4516], [-1.9827, 3.3613, -0.4363], [-0.6665, -0.7669, 8.0474], [-0.6739, -0.5228, 6.5642], [-0.2851, 0.7160, 6.0550], [-0.3178, 0.9537, 4.6906], [-0.7323, -0.0416, 3.8221], [-1.1604, -1.2656, 4.3158], [-1.1276, -1.5019, 5.6823], [-0.7385, 0.3075, 2.0494], [-0.9716, 1.7887, 2.0588], [1.1702, 0.0374, 1.8644], [1.5736, -1.1546, 2.4891], [2.5565, -1.1217, 3.4549], [3.1489, 0.1020, 3.8112], [4.0257, 0.1918, 4.9141], [4.6313, 1.3787, 5.2329], [4.3880, 2.5238, 4.4502], [3.5485, 2.4557, 3.3669], [2.8961, 1.2517, 3.0133], [2.0675, 1.1390, 1.8558], [2.6002, 1.8282, 0.5806], [4.0043, 1.7348, 0.3104], [4.8520, 0.7370, 0.8527], [6.2052, 0.7108, 0.6305], [6.8065, 1.6896, -0.1790], [6.0241, 2.6477, -0.7662], [4.6292, 2.6751, -0.5541], [3.8527, 3.6507, -1.2043], [2.4928, 3.6187, -1.0846], [1.8614, 2.6670, -0.2697], [0.0798, 2.5610, -0.4009], [-0.3902, 3.9394, -0.0948], [0.0198, 2.5530, -2.2151], [0.7781, 1.6385, -3.0102], [0.7381, 1.7489, -4.3983], [-0.0613, 2.7034, -5.0216], [-0.1037, 2.8230, -6.5195], [-0.8404, 3.5494, -4.2396], [-0.7938, 3.4747, -2.8508], [0.0591, -0.1224, 8.5457], [-0.3902, -1.7986, 8.2696], [-1.6542, -0.5650, 8.4666], [0.0469, 1.5068, 6.7170], [-0.0119, 1.9214, 4.3092], [-1.5185, -2.0397, 3.6460], [-1.4622, -2.4597, 6.0640], [0.9680, -2.0520, 2.3994], [2.7732, -2.0222, 4.0188], [4.2282, -0.6823, 5.5233], [5.2990, 1.4351, 6.0839], [4.8673, 3.4629, 4.6981], [3.3789, 3.3534, 2.7818], [4.4388, -0.0612, 1.4581], [6.8079, -0.0660, 1.0838], [7.8758, 1.6788, -0.3495], [6.4933, 3.3864, -1.4061], [4.3073, 4.3948, -1.8473], [1.9004, 4.3333, -1.6455], [1.4254, 0.9032, -2.5505], [1.3502, 1.0880, -4.9917], [0.6624, 2.2069, -6.9913], [0.0729, 3.8569, -6.8211], [-1.0784, 2.5066, -6.8963], [-1.4788, 4.2912, -4.7054], [-1.3920, 4.1622, -2.2668], [-0.8207, 0.1247, -2.4525], [-0.1958, -1.0093, -3.1808], [0.0229, -0.9225, -4.5577], [0.5430, -1.9973, -5.2650], [0.8210, -3.1834, -4.6068], [0.5767, -3.3025, -3.2521], [0.0473, -2.2252, -2.5615], [1.5437, -4.5790, -5.5061], [2.4631, -5.1475, -4.5364], [2.1729, -3.9427, -6.6495], [0.3747, -5.3841, -5.8071], [-0.3975, 1.1582, -2.8256], [-1.7770, 0.2376, -2.8063], [-0.2034, -0.0205, -5.0930], [0.7307, -1.9221, -6.3290], [0.7983, -4.2374, -2.7521], [-0.1938, -2.3122, -1.3928], [0.7093, -6.6030, 0.9778], [1.0984, -5.9950, -0.1717], [2.4286, -6.1706, -0.2618], [0.5492, -6.7065, -1.1761], [0.6948, -4.5598, -0.2108], [-0.6843, -4.2157, -0.1217], [-1.0474, -2.9154, -0.1553], [-0.1271, -1.8422, -0.2864], [1.2562, -2.2329, -0.3653], [1.6563, -3.5342, -0.3324], [-1.4433, -4.9814, -0.0253], [-2.0879, -2.5957, -0.0879], [1.9649, -1.4313, -0.4504], [2.7103, -3.7658, -0.3990], [0.9706, 0.2041, -0.3561]], "forces_ev_per_a": [[-0.852, -3.191, -1.183], [0.207, 0.161, -0.114], [-0.549, -0.577, 0.012], [0.132, 0.201, -0.009], [0.214, 0.174, 0.108], [-0.450, 0.651, -0.014], [-0.109, -1.249, 0.054], [1.173, 0.318, -0.014], [-2.294, 0.313, -0.107], [-1.595, -1.122, -0.085], [1.416, 0.535, -0.096], [-3.109, 4.321, -0.534], [0.096, 0.135, 0.060], [-0.049, -0.165, 0.173], [-0.194, 0.071, -0.042], [0.114, 0.094, -0.005], [-0.046, -0.137, -0.195], [-0.043, -0.130, 0.207], [0.096, 0.130, -0.075], [-0.197, 0.064, 0.041], [-0.053, -0.175, -0.158], [-0.016, -0.065, 0.003], [0.133, -0.010, 0.010], [-0.244, 0.189, 0.198], [0.197, -0.066, -0.039], [-0.083, 0.139, 0.137], [-0.100, -0.356, -0.286], [0.298, 0.622, -0.328], [-0.431, -1.110, 0.040], [-0.017, -0.162, -0.117], [0.054, 0.101, -0.098], [1.469, 2.453, 0.956], [0.017, -0.091, 0.420], [0.577, 0.183, 1.531], [-0.320, 0.418, 0.935], [-0.112, -0.190, -0.392], [-0.161, -0.132, 0.227], [0.356, 0.457, 0.392], [-0.026, -0.369, 0.071], [-0.320, -0.016, -0.354], [0.479, 0.419, 0.023], [0.343, -0.518, -0.254], [0.472, -0.467, -1.001], [-1.401, 1.206, 0.614], [0.369, 0.251, 0.126], [0.222, -0.527, 0.444], [-0.425, 0.026, 0.017], [-0.095, 0.316, -0.166], [0.620, -0.417, 0.178], [-0.119, 0.223, -0.218], [-0.523, 0.061, 0.048], [-0.099, 0.065, -0.526], [0.895, -0.917, 1.149], [1.356, 1.996, -1.153], [0.188, -0.280, 0.431], [1.672, 1.306, -0.564], [2.860, 3.271, -0.593], [0.731, 1.059, 0.311], [-0.140, 0.129, -0.200], [0.167, -0.078, 0.006], [0.062, -0.310, 0.173], [-0.088, 0.109, 0.134], [-0.099, 0.031, -0.016], [-0.136, 0.012, 0.023], [0.043, -0.055, 0.057], [0.009, -0.070, 0.007], [-0.061, -0.087, -0.104], [0.029, 0.027, -0.024], [0.022, 0.036, -0.002], [-0.055, 0.059, -0.070], [0.162, 0.037, -0.077], [-0.121, -0.056, -0.106], [-0.018, 0.005, -0.035], [-0.054, -0.021, 0.018], [-0.056, -0.114, -0.068], [-0.130, 0.139, 0.001], [-0.053, -0.022, -0.060], [-0.032, -0.006, 0.015], [-0.204, 0.038, -0.022], [0.117, -0.038, 0.119], [-0.097, -0.117, 0.065], [-0.016, 0.104, 0.137], [0.190, 0.174, 0.040], [-0.062, -0.014, 0.029], [-0.111, -0.038, -0.031], [0.035, 0.068, -0.059], [0.040, -0.038, -0.022], [0.164, 0.019, 0.025], [-1.181, -0.452, -0.929], [-0.760, 0.091, 0.501], [-0.213, -0.460, 0.024], [-0.165, 0.166, 0.278], [0.211, -0.125, -0.387], [-0.229, 0.133, 0.477], [0.381, 0.041, -2.652], [-0.033, 0.057, 0.069], [-0.092, -0.035, -0.019], [-0.061, -0.023, 0.014], [0.094, -0.045, -0.009], [-2.573, -3.938, 0.805], [-0.068, -0.490, 0.260], [-0.482, -0.137, -0.063], [0.078, -0.049, 0.055], [0.109, -0.007, -0.131], [-0.323, 0.324, -3.259], [-0.114, 0.128, -0.009], [0.249, -0.440, -0.235], [-0.145, 0.257, 0.082], [-0.125, 0.154, 0.148], [0.530, -0.424, 0.110], [0.149, 0.518, 0.146], [-0.122, -2.315, 1.848], [-0.372, -0.284, 1.941], [1.611, -0.867, 0.974], [-0.762, 0.283, 0.407], [0.008, 0.038, -0.061], [1.515, -2.568, 0.361], [-0.103, -0.050, -0.071], [-0.047, 0.030, -0.093], [0.803, 1.074, -0.731]], "molar_mass_da": 1234.55, "multiplicity": 4, "de_lowest_ev": 13.178, "s2": 3.80}